C4H11N2 | ωB97M-V/def2-TZVPD

As for the spin multiplicity: 2. As for the expectation value of S²: 0.754. The HOMO-LUMO gap (spin up / spin down) comes out at 0.4452 / 0.3071 Ha. Its total charge is +2. Its calculated total energy is -7285.935 eV. For the highest occupied orbital energy (spin up / spin down), the calculation gives -0.7840 / -0.7834 Ha. The energy above the lowest of the compared OMol25 structures with the same formula, charge and spin comes out at 1.956 eV. The value obtained for the lowest unoccupied orbital energy (spin up / spin down) is -9.221 / -12.962 eV.

Geometry (Å):
C (1.02479, 0.04660, 1.45114)
C (-0.16737, 0.92127, 0.99984)
C (-0.39455, 1.12142, -0.51789)
C (-1.08647, -0.34360, -2.31338)
N (-0.36012, -0.18528, -1.27276)
N (0.87349, -1.38789, 1.33278)
H (1.89161, 0.27777, 0.89122)
H (1.11416, 0.19097, 2.54731)
H (0.09433, 1.90230, 1.37778)
H (-1.10661, 0.66191, 1.49447)
H (0.44521, 1.72347, -0.86207)
H (-1.31466, 1.63506, -0.72983)
H (-1.46739, 0.55162, -2.79975)
H (-1.24061, -1.29586, -2.79411)
H (1.73248, -1.93400, 1.21101)
H (-0.24054, -0.94377, -0.60918)
H (0.14604, -1.82515, 1.90868)

Cartesian forces, eV/Å:
-1.17 -0.92 -0.86
-0.81 0.05 -0.07
1.97 -0.41 0.29
0.75 0.34 -0.64
-2.21 0.92 1.33
0.21 0.70 1.43
1.19 0.62 -0.10
0.25 0.14 0.04
-0.08 0.30 0.11
0.15 -0.25 0.11
-0.07 0.02 -0.39
-0.39 0.15 0.07
-0.02 -0.06 -0.04
-0.06 -0.41 0.19
-0.18 -0.23 -0.28
0.58 -0.69 -0.87
-0.10 -0.27 -0.34

Löwdin atomic charge list, values in e, 8 entries: C -0.1217; C -0.1097; C -0.0847; C 0.2418; N 0.0726; N 0.3122; H 0.1364; H 0.1981